{
  "formula": "C5H11N2",
  "method": "ωB97M-V/def2-TZVPD",
  "charge": 1,
  "de_lowest_kcal_mol": 142.1,
  "gap_ev": [6.143, 8.097],
  "elements": ["N", "N", "C", "C", "C", "C", "C", "H", "H", "H", "H", "H", "H", "H", "H", "H", "H", "H"],
  "coordinates": [[-1.1933, -1.5501, -0.0745], [1.1509, -0.8915, 1.8579], [1.3242, 1.3214, 0.4526], [-0.2234, -0.6769, -0.2462], [0.0403, 1.2027, 1.1737], [-1.0908, 0.2962, -2.8018], [0.6262, -0.1086, 0.7880], [1.8447, -0.5257, 2.4941], [-1.5505, -1.7896, -0.9682], [-0.9900, 1.4135, 0.8030], [-1.3622, -2.2410, 0.6328], [1.0715, -1.8664, 1.7721], [1.4578, 1.4759, -0.6317], [-0.0787, 0.5434, -3.1152], [-1.5479, -0.6596, -3.2127], [2.1283, 1.5509, 1.1331], [-1.7233, 1.1125, -2.2919], [0.1161, 1.3929, 2.2348]],
  "atomic_forces_ev_per_a": [[1.862, 0.805, -1.525], [-0.675, 0.461, -0.382], [-0.864, -1.540, -0.618], [-0.753, 0.286, 1.183], [-2.029, 1.600, -0.426], [-0.750, -0.065, 1.271], [1.315, -0.130, 0.156], [-0.035, -0.067, -0.482], [-1.013, -0.533, -0.558], [1.123, 0.320, -0.037], [0.214, 0.041, 1.006], [0.320, -1.102, 0.095], [-0.282, 0.310, 0.873], [-0.321, -0.007, 0.017], [0.541, 1.489, 0.724], [0.381, -0.119, -0.330], [1.037, -1.610, -1.046], [-0.068, -0.137, 0.079]]
}